Here is C20H40AlF12N2O28S10 as an isolated structure in a non-equilibrium geometry from the OMol25 dataset. Energies are from ωB97M-V/def2-TZVPD.

The geometry in ORCA input format:
```
! wB97M-V def2-TZVPD RIJCOSX def2/J DEFGRID3
* xyz 1 1
Al -0.3357 1.3922 1.9364
C -2.9110 5.4184 0.9482
F -4.1887 5.6651 1.5172
F -2.4967 6.5050 0.2793
F -2.1490 5.2833 2.0719
S -2.8165 3.8455 -0.2430
O -3.9782 3.8333 -1.1116
O -1.5465 3.8629 -0.9262
N -2.6872 2.5189 0.9072
S -4.0822 1.9850 1.1022
O -3.9791 0.9330 2.1580
O -5.0741 3.0266 1.4841
C -4.7925 1.1567 -0.5932
F -5.3834 0.0475 -0.2358
F -5.7950 1.9903 -0.9758
F -3.8063 1.0730 -1.6183
C -0.1502 -2.4755 -1.1914
F 1.1586 -2.7491 -1.2210
F -0.8177 -3.1735 -2.1241
F -0.6301 -2.9757 -0.0365
S -0.4796 -0.5834 -1.2385
O -0.7096 -0.1821 -2.6095
O -1.5719 -0.2455 -0.3900
N 0.8757 0.0089 -0.2275
S 1.9367 0.2559 -1.2874
O 2.1129 -0.6766 -2.4324
O 1.7899 1.6430 -1.6591
C 3.5073 0.1632 -0.0740
F 3.1747 0.7743 1.0549
F 3.7171 -1.1150 0.1702
F 4.6671 0.6735 -0.5059
O 2.0223 0.8881 3.8130
S 2.9680 1.4628 4.7881
O 2.5183 2.2292 5.9613
O 3.9308 0.1921 5.3761
C 4.7179 0.6447 6.4392
C 5.9566 -0.0714 6.3281
C 4.2940 2.5089 3.8909
H 4.2160 0.2824 7.3365
H 5.0420 1.6802 6.5430
H 6.6360 0.3577 5.5917
H 5.8870 -1.1266 6.0638
H 6.5204 -0.0900 7.2608
H 3.6926 3.3613 3.5747
H 4.5725 1.9039 3.0281
H 5.1368 2.7327 4.5449
O 0.8471 -1.4970 2.2388
S 1.5542 -2.7826 2.4575
O 0.9128 -3.9497 3.0427
O 2.3870 -3.1642 1.0475
C 2.9842 -4.5230 1.0840
C 2.9761 -4.9742 -0.4093
C 3.0252 -2.4661 3.4809
H 2.3478 -5.1942 1.6606
H 3.9776 -4.4555 1.5274
H 1.9916 -5.0902 -0.8626
H 3.5248 -5.9160 -0.4029
H 3.4327 -4.1467 -0.9524
H 3.6573 -1.8375 2.8537
H 3.5066 -3.4321 3.6327
H 2.6552 -2.0189 4.4035
O 1.2708 3.7396 0.3859
S 2.2006 4.8488 0.2843
O 3.5878 4.6623 0.6418
O 2.1834 5.3561 -1.3062
C 3.1294 6.2862 -1.6869
C 3.6569 5.8399 -3.0418
C 1.5084 6.2902 0.9853
H 3.8736 6.4528 -0.9082
H 2.5742 7.2239 -1.7130
H 4.2068 6.5913 -3.6085
H 2.9034 5.3399 -3.6504
H 4.3548 5.0471 -2.7725
H 0.5185 6.4392 0.5542
H 2.1749 7.1527 0.9774
H 1.2045 6.0322 1.9998
O -3.2805 -2.6208 0.3671
S -2.9911 -2.2371 1.7433
O -2.0822 -1.2041 2.1569
O -4.5262 -1.9123 2.4354
C -5.6041 -2.8338 2.1293
C -7.0244 -2.2115 2.2190
C -2.5246 -3.7175 2.6637
H -5.5226 -3.6175 2.8825
H -5.4343 -3.1977 1.1160
H -7.7599 -2.8945 1.7939
H -6.9234 -1.2911 1.6439
H -7.2076 -1.9214 3.2536
H -2.7262 -3.5127 3.7152
H -1.4464 -3.7127 2.5043
H -2.8978 -4.6430 2.2252
C -3.5685 -1.2795 -4.0124
C -5.0490 -1.4039 -3.5682
O -5.7580 -1.6783 -4.8120
S -4.9838 -0.9783 -6.1769
O -5.4661 0.4026 -6.3845
O -5.1360 -1.9188 -7.3191
O -3.4887 -1.1053 -5.4387
H -3.1555 -2.2516 -3.7432
H -2.9843 -0.5386 -3.4664
H -5.3107 -0.4794 -3.0536
H -5.0364 -2.2823 -2.9229
C 0.6054 -1.9752 -5.3750
C -0.4255 -2.7464 -6.1898
O 0.3774 -3.1751 -7.1859
S 1.8541 -3.7624 -6.6335
O 2.8707 -3.5266 -7.6341
O 1.5119 -5.0625 -6.0627
O 1.8669 -2.6001 -5.5111
H 0.4110 -1.7636 -4.3235
H 0.9201 -1.1102 -5.9588
H -1.2167 -2.2012 -6.7046
H -0.6848 -3.7245 -5.7846
*
```

The calculation puts the HOMO energy at -12.22 eV. Its energy above the lowest of the compared OMol25 structures with the same formula, charge and spin is 671.0 kJ/mol.

***

Here is one molecule with the formula C4H9NO from the OMol25 dataset. Energies are from ωB97M-V/def2-TZVPD.

The geometry in ORCA input format:
```
! wB97M-V def2-TZVPD RIJCOSX def2/J DEFGRID3
* xyz 0 1
C -0.1400 1.9472 -1.4652
C 0.0449 0.5082 -1.0151
O 0.9919 0.4795 0.0427
C 0.6768 -0.3402 1.1214
N 0.4921 -1.7413 0.7707
C -0.5044 -2.3030 1.3100
H -0.6031 2.5419 -0.6714
H 0.8284 2.3967 -1.7039
H -0.7730 1.9997 -2.3577
H -0.9145 0.0785 -0.6924
H 0.4211 -0.1147 -1.8370
H 1.5458 -0.2944 1.7866
H -1.2328 -1.7591 1.9314
H -0.2103 0.0394 1.6691
H -0.6685 -3.3733 1.1807
*
```

The calculation puts the HOMO energy at -9.66 eV. Its SMILES is C=NCOCC. Its energy above the lowest of the compared OMol25 structures with the same formula, charge and spin is 203.1 kJ/mol.

***

Here is an isolated ion of composition C10H23NOP and charge +1 in a non-equilibrium geometry from the OMol25 dataset. Energies are from ωB97M-V/def2-TZVPD.

The geometry in ORCA input format:
```
! wB97M-V def2-TZVPD RIJCOSX def2/J DEFGRID3
* xyz 1 1
C 1.7152 -1.2343 0.8099
C 2.9182 -0.3497 0.7356
C 0.7192 1.5288 -1.7177
C 0.0627 2.3738 0.6859
C -2.2631 0.1527 1.8756
C -3.0378 -0.6671 -0.4012
C 0.5008 -1.5262 -1.8269
C 4.2498 -0.6850 0.8531
C -0.2596 1.5872 -0.6141
C -2.1764 0.3082 0.3996
N -0.8643 0.2848 -0.1803
O -0.7002 -2.2503 0.5106
P 0.0873 -1.0888 -0.1707
H 1.3657 -1.2041 1.7980
H 2.0091 -2.3380 0.5863
H 2.7896 0.7205 0.7760
H 0.2275 1.2316 -2.7231
H 1.2404 2.5877 -1.7817
H 1.6426 0.8517 -1.3622
H 0.8351 3.0557 0.3814
H 0.6126 1.7288 1.3721
H -0.7535 2.6694 1.2178
H -1.5460 -0.5696 2.2460
H -2.1633 1.0944 2.3929
H -3.2321 -0.1181 2.1398
H -4.1179 -0.3822 -0.5250
H -3.2126 -1.6273 0.1149
H -2.5218 -0.7826 -1.3810
H 0.6744 -2.6032 -1.8092
H 1.4886 -1.0135 -2.0482
H -0.2616 -1.3365 -2.5586
H 4.5736 -1.7406 0.7937
H 4.9445 0.0320 0.7240
H -1.0844 1.9875 -1.2279
H -2.4219 1.4297 0.1310
H -1.5928 -2.2287 0.8117
*
```

The calculation puts the HOMO energy at -12.93 eV. Its SMILES is C=CC[P@@](C)(O)=[N+](C(C)C)C(C)C. Its energy above the lowest of the compared OMol25 structures with the same formula, charge and spin is 0.0 kJ/mol.

***

Here is C6H21BeN10O8Pb2 as an isolated structure in a non-equilibrium geometry from the OMol25 dataset. Energies are from ωB97M-V/def2-TZVPD.

The geometry in ORCA input format:
```
! wB97M-V def2-TZVPD RIJCOSX def2/J DEFGRID3
* xyz 4 2
Be -0.1905 5.8838 0.6108
Pb 0.2913 3.5120 -3.0519
Pb 1.1314 3.1978 3.4813
O 0.6386 1.7734 -0.7913
C 0.5496 2.1780 0.4825
O 0.3759 1.3973 1.4315
O 0.6188 3.4456 0.7647
H 0.3327 0.8966 -0.5477
C -1.9954 0.8100 -2.3143
O -1.3462 1.6678 -2.9100
N -1.7687 -0.5014 -2.4820
N -2.8674 1.0772 -1.4366
H -1.1577 -0.7557 -3.2449
H -2.2499 -1.0963 -1.8228
H -3.0484 2.0579 -1.2767
H -3.6636 0.4574 -1.3911
C 2.2756 0.2798 -3.5547
O 1.4357 1.1428 -3.3397
N 3.4159 0.1147 -2.9556
N 2.1149 -0.5808 -4.5570
H 4.2360 -0.2557 -3.4142
H 3.5169 0.8621 -2.2838
H 1.1683 -0.5093 -4.9020
H 2.6974 -1.3517 -4.8513
C 1.0005 -1.7947 -0.3386
O 0.4215 -1.4697 0.7090
N 2.2646 -1.7834 -0.4741
N 0.4499 -2.0494 -1.5052
H 2.8270 -1.5612 0.3349
H 2.7118 -1.8249 -1.3787
H 1.0786 -2.0980 -2.2942
H -0.4251 -2.5305 -1.3540
C 0.7010 -0.4010 4.4117
O 1.2563 0.6497 4.1330
N 0.5211 -1.3583 3.5886
N 0.2672 -0.6804 5.6799
H 0.1384 -2.2633 3.8225
H 0.5637 -1.0495 2.6279
H 0.2150 -0.0392 6.4586
H -0.4228 -1.4132 5.5966
C -3.0120 -0.5279 1.8177
O -4.2242 -0.5123 1.9693
N -2.3424 -1.4574 1.2379
N -2.3001 0.4577 2.2304
H -2.8467 -2.2393 0.8450
H -1.3501 -1.4214 1.4226
H -2.6376 1.0804 2.9504
H -1.3668 0.5842 1.8657
*
```

The calculation puts the HOMO energy (alpha / beta) at -17.89 / -17.89 eV. Its expectation value of S² is 0.7539.

***

Here is one molecule with the formula C5HN3O in a non-equilibrium geometry from the OMol25 dataset. Energies are from ωB97M-V/def2-TZVPD.

The geometry in ORCA input format:
```
! wB97M-V def2-TZVPD RIJCOSX def2/J DEFGRID3
* xyz 0 1
C 2.2933 1.1334 0.7120
C -2.2457 -0.3925 -0.0426
C -0.5523 -1.6519 -1.4418
C 0.9130 1.0547 0.8475
C -1.0157 -0.7352 -0.5367
N 3.4352 1.2578 0.6527
N -3.2498 -0.0601 0.4174
N -0.2084 -2.4354 -2.2128
O 0.2554 0.1260 0.0790
H 0.3750 1.7030 1.5252
*
```

The calculation puts the HOMO energy (alpha / beta) at -10.20 / -9.15 eV. Its energy above the lowest of the compared OMol25 structures with the same formula, charge and spin is 356.2 kJ/mol.

***

Here is a 4-piece molecular cluster, C18H33ClN6 overall in a non-equilibrium geometry from the OMol25 dataset. Energies are from ωB97M-V/def2-TZVPD.

The geometry in ORCA input format:
```
! wB97M-V def2-TZVPD RIJCOSX def2/J DEFGRID3
* xyz 2 1
C 11.1946 12.3477 14.0354
C 11.4961 12.2389 12.5369
N 10.5280 13.1329 11.7554
C 9.2603 12.8035 11.4132
C 8.6920 13.8669 10.8433
N 9.6569 14.8788 10.8395
C 10.6987 14.3784 11.4175
C 9.5462 16.3037 10.3032
H 11.9971 11.8412 14.5372
H 10.2263 11.8826 14.2389
H 11.1585 13.4160 14.2282
H 11.4090 11.2283 12.1213
H 12.4712 12.6625 12.2897
H 8.9260 11.7737 11.5046
H 7.7046 14.1552 10.5519
H 11.5573 15.0066 11.5365
H 9.1104 16.9005 11.0807
H 8.8544 16.2363 9.4636
H 10.5254 16.6348 9.9908
C 5.7306 11.1596 10.9808
C 5.9006 10.3267 9.7150
N 6.5264 11.2396 8.6281
C 5.9124 12.2443 7.8961
C 6.8142 12.7832 7.1350
N 8.0118 12.2224 7.4796
C 7.8255 11.2880 8.3815
C 9.3765 12.4624 6.8086
H 5.1921 12.0738 10.6916
H 6.6633 11.4562 11.4435
H 5.1258 10.5817 11.6688
H 4.9808 9.9741 9.2800
H 6.6675 9.5687 9.8317
H 4.8460 12.3666 7.8695
H 6.7485 13.4329 6.2830
H 8.5600 10.6068 8.7910
H 9.4487 13.4437 6.3569
H 9.5001 11.6742 6.0746
H 10.1576 12.2755 7.5252
C 13.7280 6.1735 14.2912
C 13.5509 7.6246 14.5505
N 12.3180 8.0029 15.3674
C 12.2387 8.2333 16.6636
C 10.9753 8.5398 16.9378
N 10.3226 8.4550 15.7052
C 11.1695 8.1836 14.7984
C 8.8959 8.6582 15.3873
H 12.8448 5.8060 13.7788
H 13.9705 5.5853 15.1644
H 14.5965 6.0551 13.6345
H 13.4756 8.1120 13.5822
H 14.3251 8.0757 15.1443
H 13.1099 8.2493 17.3118
H 10.4397 8.8012 17.8310
H 10.8998 8.0892 13.7516
H 8.5426 9.5336 15.8842
H 8.3446 7.7891 15.7136
H 8.8203 8.7535 14.3230
Cl 9.5290 9.5000 11.4841
*
```

The calculation puts the HOMO energy at -13.32 eV. Its energy above the lowest of the compared OMol25 structures with the same formula, charge and spin is 69.3 kJ/mol.

***

Here is one molecule with the formula C6H9BrOS in a non-equilibrium geometry from the OMol25 dataset. Energies are from ωB97M-V/def2-TZVPD.

The geometry in ORCA input format:
```
! wB97M-V def2-TZVPD RIJCOSX def2/J DEFGRID3
* xyz 0 3
C 0.7831 -0.6960 -0.4193
C 2.9497 1.8403 0.1146
C 2.7897 2.8985 0.8720
C 1.6037 0.9071 -0.2527
C -2.6213 -1.8562 -0.1664
C -1.2432 -1.7498 -0.7884
O -0.4931 -0.7475 -0.0803
S 1.3779 0.1568 -1.8803
Br 1.8722 -2.1846 0.2149
H 1.8497 3.1513 1.3328
H 3.6129 3.5692 1.0512
H 0.7487 1.5533 -0.0497
H -2.5308 -2.0748 0.8941
H -3.1678 -0.9262 -0.2886
H -3.1682 -2.6619 -0.6490
H -1.2963 -1.4670 -1.8476
H -0.7144 -2.7079 -0.7039
H 3.8526 1.5186 -0.3689
*
```

The calculation puts the HOMO energy (alpha / beta) at -4.71 / -9.45 eV. Its expectation value of S² is 2.0173. Its energy above the lowest of the compared OMol25 structures with the same formula, charge and spin is 69.5 kJ/mol.

***

Here is C3H3NO2 as an isolated structure in a non-equilibrium geometry from the OMol25 dataset. Energies are from ωB97M-V/def2-TZVPD.

The geometry in ORCA input format:
```
! wB97M-V def2-TZVPD RIJCOSX def2/J DEFGRID3
* xyz 0 1
O -0.7130 -0.5421 -1.3248
C -0.3632 -0.1357 -0.0502
C 1.1177 -0.3797 0.1956
O 1.8031 -0.8907 -0.6632
C -0.8893 1.1079 0.4288
N -1.3826 2.0001 0.9828
H 0.1009 -0.9103 -1.7395
H -1.2053 -0.2157 1.0203
H 1.5320 -0.0339 1.1501
*
```

The calculation puts the HOMO energy at -10.36 eV. Its energy above the lowest of the compared OMol25 structures with the same formula, charge and spin is 369.4 kJ/mol.

***

Here is C14H23N5O3PRh as an isolated structure in a non-equilibrium geometry from the OMol25 dataset. Energies are from ωB97M-V/def2-TZVPD.

The geometry in ORCA input format:
```
! wB97M-V def2-TZVPD RIJCOSX def2/J DEFGRID3
* xyz 2 1
Rh -0.8910 -0.1977 -1.2747
O -3.0575 -0.6483 -0.6427
C -3.7423 0.4976 -0.1446
C -2.8084 1.6823 -0.0735
C -3.3066 2.8720 0.4461
C -2.5029 3.9905 0.4974
C -1.1988 3.8999 0.0192
C -0.7690 2.6930 -0.4750
N -1.5485 1.5925 -0.5320
H -3.6159 -1.4336 -0.6018
H -4.1331 0.3003 0.8569
H -4.5832 0.7472 -0.7972
H -4.3274 2.9037 0.8034
H -2.8808 4.9202 0.9008
H -0.5273 4.7454 0.0379
H 0.2460 2.5807 -0.8345
N 0.2437 0.6344 -2.7973
C 0.0251 -0.5035 -3.4855
C -1.5213 -3.2455 -3.3140
O -1.7947 -3.7217 -4.3214
O -1.2188 -2.7410 -2.3054
H -0.2785 1.4647 -3.0612
H 1.1537 0.8558 -2.4132
H 0.7446 -1.3007 -3.4103
H -0.7772 -0.5336 -4.2030
C 1.8229 -0.7470 3.0562
N 2.4214 0.2266 2.1393
C 3.5180 -0.4114 1.4091
N 3.1151 -1.6299 0.7008
C 2.5019 -2.5561 1.6586
N 1.3770 -1.9715 2.3893
C 0.2239 -1.7408 1.5255
P 0.7018 -0.5414 0.2232
C 1.4283 0.7991 1.2351
C 2.2211 -1.3446 -0.4184
H 0.9818 -0.2878 3.5774
H 2.5775 -1.0207 3.7933
H 4.2886 -0.6844 2.1300
H 3.9466 0.2992 0.7004
H 3.2647 -2.8391 2.3837
H 2.1704 -3.4541 1.1356
H -0.6174 -1.3491 2.1015
H -0.0957 -2.6769 1.0613
H 0.6400 1.3000 1.8037
H 1.9003 1.5481 0.5922
H 2.7274 -0.6990 -1.1434
H 1.9544 -2.2739 -0.9290
*
```

The calculation puts the HOMO energy at -14.28 eV. Its energy above the lowest of the compared OMol25 structures with the same formula, charge and spin is 66.5 kJ/mol.

***

Here is one molecule with the formula C18H11Cl2NO4 in a non-equilibrium geometry from the OMol25 dataset. Energies are from ωB97M-V/def2-TZVPD.

The geometry in ORCA input format:
```
! wB97M-V def2-TZVPD RIJCOSX def2/J DEFGRID3
* xyz 0 1
O -3.5388 2.4789 -3.7507
O -2.2327 0.1670 2.4478
Cl 1.7506 -3.0083 -5.6444
Cl -0.2155 -2.8700 -0.5390
O -4.0197 2.2630 -1.5255
O 0.0347 -0.1968 2.6911
C -3.3595 1.9340 -2.6691
C -1.1158 0.0336 1.9876
C -1.8153 -0.0123 -1.8069
C -2.3939 0.8314 -2.7375
C -0.9893 -0.0317 0.5334
C -2.0150 0.1632 -0.3865
C 0.2860 -0.1432 6.8428
C -0.2705 0.9508 6.2178
C 0.7251 -1.2479 6.1324
C 0.5144 -2.8028 -3.1585
C -0.4055 0.9295 4.8350
C 0.6415 -1.2649 4.7474
C -0.1831 -1.2541 -4.8039
C 0.6358 -2.3286 -4.4598
C -0.2217 -2.1586 -2.1435
C 0.0723 -0.1665 4.0547
C -0.9813 -1.0282 -2.5341
C -0.9667 -0.6323 -3.8450
N -1.8203 0.4533 -3.9432
H -4.6390 2.9554 -1.7663
H 0.0159 -0.1986 0.1755
H -2.9795 0.4462 -0.0006
H 0.3354 -0.1165 7.9288
H -0.5921 1.8128 6.8274
H 1.2496 -2.0897 6.6253
H 1.1192 -3.6613 -2.8994
H -0.7794 1.8081 4.3199
H 0.9889 -2.0769 4.1299
H -0.1287 -0.8332 -5.8152
H -2.0757 0.9029 -4.8271
*
```

The calculation puts the HOMO energy at -8.43 eV. Its SMILES is O=C(/C=C/c1c(C(=O)O)[nH]c2cc(Cl)cc(Cl)c12)Oc1ccccc1.

***

Here is C3H10O4 as an isolated structure in a non-equilibrium geometry from the OMol25 dataset. Energies are from ωB97M-V/def2-TZVPD.

The geometry in ORCA input format:
```
! wB97M-V def2-TZVPD RIJCOSX def2/J DEFGRID3
* xyz 0 1
H -0.0361 1.7000 0.1629
O 0.1018 2.8139 -0.4764
O 0.2151 0.5915 0.3466
H 0.5782 2.5391 -1.3106
H -0.7609 3.1559 -0.7677
C -0.8856 -0.0806 0.6409
O -1.9858 0.4313 0.4794
C -0.6477 -1.4148 1.2557
H -0.7010 -1.1760 2.3284
H -1.6374 -1.9089 1.1914
C 0.5772 -2.1858 0.7839
H 0.7338 -2.9496 1.5415
H 0.5212 -2.6448 -0.2087
H 1.5108 -1.6162 0.7134
O 0.8122 1.2709 -2.4282
H 1.5475 0.7227 -2.1028
H 0.0566 0.7516 -2.1496
*
```

The calculation puts the HOMO energy at -9.60 eV. Its energy above the lowest of the compared OMol25 structures with the same formula, charge and spin is 40.2 kJ/mol.

***

M list, top to bottom, in u: 1332.15; 87.12; 204.27; 784.71; 119.08; 368.96; 209.11; 85.06; 443.25; 376.19; 110.11